*a*
The following is a quantum chemistry calculation of a molecular structure, C2H2OS2, from the Open Molecules 2025 dataset.

Atoms and positions in Å:
S (-0.858, 1.639, 0.035)
S (-0.996, -1.381, 0.160)
O (-1.940, -0.312, -0.240)
C (0.520, 0.658, 0.039)
C (0.500, -0.663, -0.235)
H (1.468, -1.146, -0.210)
H (1.305, 1.204, 0.452)

Summary:
LUMO (alpha / beta) in eV: -1.248 / -1.210
Multiplicity: 1
Charge: 0
Frontier orbital gap (alpha / beta) in Ha: 0.26544 / 0.24379



*b*
The following is a quantum chemistry calculation of C2H2OS2 in the gas phase, from the Open Molecules 2025 dataset.

Atoms and positions in Å:
S (1.669, 0.741, 0.737)
S (-0.956, 1.117, -0.872)
O (-0.985, -1.580, -0.372)
C (-0.093, -1.164, 0.302)
C (0.256, 0.300, 0.103)
H (-0.369, 2.394, -0.843)
H (0.479, -1.809, 0.945)

Summary:
LUMO in eV: -1.281
Multiplicity: 1
Charge: 0
Frontier orbital gap in Ha: 0.29411



Of them, *b* has the highest stability.



*a*
The following is a quantum chemistry calculation of a gas-phase ion, C2H5N2O2 (charge -1), from the Open Molecules 2025 dataset.

Atoms and positions in Å:
O (-1.958, 0.554, 0.542)
O (0.257, 1.536, 0.193)
N (-0.385, -0.593, -0.666)
N (-1.659, -0.146, -0.658)
C (0.665, 0.270, -0.149)
C (1.913, -0.152, 0.226)
H (2.494, -1.086, 0.066)
H (2.493, 0.591, 0.655)
H (-1.212, 1.299, 0.395)
H (-0.236, -1.373, 0.020)
H (-2.371, -0.901, -0.624)

Summary:
LUMO in eV: 4.561
Multiplicity: 1
Charge: -1
Frontier orbital gap in Ha: 0.26676



*b*
The following is a quantum chemistry calculation of 2 unconnected molecules or ions with the total composition C2H5N2O2, from the Open Molecules 2025 dataset.

Atoms and positions in Å:
O (-1.783, 0.420, 1.598)
O (-0.289, 1.484, 0.177)
N (0.428, -1.973, -2.381)
N (0.427, 0.680, 2.228)
C (-0.649, 0.910, 1.284)
C (0.248, -0.850, -1.789)
H (0.937, -0.604, -0.977)
H (1.192, 1.328, 2.021)
H (0.068, 0.689, 3.188)
H (-0.590, -0.131, -2.013)
H (0.012, -1.953, -3.336)

Summary:
LUMO in eV: 4.232
Multiplicity: 1
Charge: -1
Frontier orbital gap in Ha: 0.30559



Of them, *b* has the highest stability.



*a*
The following is a quantum chemistry calculation of C9H13NO2S in the gas phase, from the Open Molecules 2025 dataset.

Atoms and positions in Å:
S (0.090, -1.862, -0.186)
O (4.180, 1.395, -0.510)
O (2.396, 2.397, 0.334)
N (3.008, 1.418, -0.048)
C (4.198, -1.601, 0.283)
C (1.805, -2.106, 0.004)
C (2.780, -1.139, 0.008)
C (-2.447, -0.173, -0.921)
C (-0.145, -0.277, 0.084)
C (-1.866, 0.815, 1.327)
C (-1.358, 0.524, -0.099)
C (-0.953, 1.851, -0.762)
C (2.549, 0.189, -0.156)
H (-2.080, -0.399, -1.920)
H (2.063, -3.146, 0.110)
H (-2.751, -1.104, -0.447)
H (-0.672, 1.686, -1.800)
H (-2.714, 1.495, 1.276)
H (4.319, -1.759, 1.353)
H (-2.182, -0.104, 1.816)
H (-1.081, 1.277, 1.919)
H (-0.109, 2.298, -0.241)
H (4.905, -0.845, -0.046)
H (4.392, -2.535, -0.237)
H (-1.791, 2.543, -0.732)
H (-3.318, 0.473, -1.011)

Summary:
LUMO (alpha / beta) in eV: -1.136 / -1.135
Multiplicity: 1
Charge: 0
Frontier orbital gap (alpha / beta) in Ha: 0.25745 / 0.25749



*b*
The following is a quantum chemistry calculation of 2 unconnected molecules or ions with the total composition C9H13NO2S, from the Open Molecules 2025 dataset.

Atoms and positions in Å:
S (1.253, 1.416, -2.936)
O (0.501, 2.628, -2.904)
O (1.110, 0.698, -4.160)
N (0.923, 0.632, 0.605)
C (-1.648, 3.201, 0.156)
C (1.871, -2.657, -1.023)
C (-0.175, 1.129, 0.251)
C (1.689, -1.116, -0.820)
C (-1.342, 0.375, -0.239)
C (-0.292, 2.641, 0.389)
C (-2.521, 0.980, -0.416)
C (1.229, -0.798, 0.555)
C (-2.690, 2.476, -0.238)
H (-1.767, 4.291, 0.297)
H (1.712, -3.144, -0.099)
H (-3.511, 0.561, -0.709)
H (2.067, -0.989, 1.289)
H (-3.705, 2.847, -0.407)
H (2.736, -0.738, -0.818)
H (2.884, -2.702, -1.400)
H (1.117, -3.032, -1.618)
H (0.275, 3.175, -0.466)
H (0.898, -0.725, -1.468)
H (0.505, -1.452, 0.989)
H (-1.197, -0.683, -0.451)
H (0.030, 3.009, 1.291)

Summary:
LUMO in eV: -0.954
Multiplicity: 1
Charge: 0
Frontier orbital gap in Ha: 0.27973



Of them, *b* has the highest stability.



*a*
The following is a quantum chemistry calculation of CH4BrP in the gas phase, from the Open Molecules 2025 dataset.

Atoms and positions in Å:
Br (-2.477, -0.085, 0.008)
P (-0.236, 0.466, -0.056)
C (0.966, -0.719, -0.058)
H (-0.220, 1.160, 1.139)
H (1.183, -1.266, -0.953)
H (-0.422, 1.569, -0.987)
H (1.205, -1.124, 0.906)

Summary:
LUMO in eV: 0.376
Multiplicity: 1
Charge: 0
Frontier orbital gap in Ha: 0.32425



*b*
The following is a quantum chemistry calculation of a molecular structure, CH4BrP, from the Open Molecules 2025 dataset.

Atoms and positions in Å:
Br (2.972, -0.109, -0.257)
P (1.066, -0.537, 0.711)
C (-0.159, -0.088, -0.587)
H (-0.804, 0.783, -0.748)
H (1.099, 0.688, 1.234)
H (0.564, -0.083, -1.812)
H (-0.707, -0.996, -0.663)

Summary:
LUMO in eV: 0.472
Multiplicity: 1
Charge: 0
Frontier orbital gap in Ha: 0.36626



*c*
The following is a quantum chemistry calculation of 2 unconnected molecules or ions with the total composition CH4BrP, from the Open Molecules 2025 dataset.

Atoms and positions in Å:
Br (2.438, -0.282, -0.128)
P (0.647, 0.959, 0.070)
C (-0.696, -0.213, 0.518)
H (-0.686, -1.199, 0.043)
H (-0.686, -0.426, 1.539)
H (0.514, 0.853, -1.981)
H (-1.532, 0.309, -0.061)

Summary:
LUMO in eV: -0.244
Multiplicity: 1
Charge: 0
Frontier orbital gap in Ha: 0.32574



Of them, *b* has the highest stability.



*a*
The following is a quantum chemistry calculation of a gas-phase ion, CH3O4S (charge -1), from the Open Molecules 2025 dataset.

Atoms and positions in Å:
S (-1.413, -0.325, -0.322)
O (0.899, 0.983, 0.494)
O (1.314, -1.090, -0.602)
O (-1.413, 1.286, -0.512)
O (-2.207, -0.692, 0.861)
C (0.605, -0.246, 0.320)
H (1.878, -0.514, -1.292)
H (0.680, -0.974, 1.301)
H (-0.343, 1.571, -0.247)

Summary:
LUMO in eV: 3.925
Multiplicity: 1
Charge: -1
Frontier orbital gap in Ha: 0.26564



*b*
The following is a quantum chemistry calculation of a gas-phase ion, CH3O4S (charge -1), from the Open Molecules 2025 dataset.

Atoms and positions in Å:
S (-1.269, -0.367, -0.350)
O (1.317, -0.701, -0.842)
O (-2.131, -0.376, 0.806)
O (0.865, 0.801, 0.816)
O (-1.006, 1.017, -0.881)
C (0.599, -0.412, 0.381)
H (0.729, -0.210, -1.451)
H (0.188, 1.451, 0.330)
H (0.709, -1.201, 1.190)

Summary:
LUMO in eV: 4.054
Multiplicity: 1
Charge: -1
Frontier orbital gap in Ha: 0.27542



*c*
The following is a quantum chemistry calculation of a molecular structure, CH3O4S, from the Open Molecules 2025 dataset.

Atoms and positions in Å:
S (-0.883, 0.086, 0.032)
O (-1.268, -0.410, -1.275)
O (-1.766, 1.057, 0.687)
O (2.361, 1.179, -0.710)
O (0.923, 1.234, -0.805)
C (-0.414, -1.165, 1.072)
H (0.876, 0.697, -1.597)
H (0.008, -0.774, 2.017)
H (0.163, -1.904, 0.580)

Summary:
LUMO (alpha / beta) in eV: 3.258 / 3.258
Multiplicity: 1
Charge: -1
Frontier orbital gap (alpha / beta) in Ha: 0.24388 / 0.24372



Of them, *b* has the highest stability.